No. 1
This record from OMol25 describes a cluster of 9 separate species, C26H74ClN6O12 in total at a distorted geometry. The level of theory is ωB97M-V with the def2-TZVPD basis set.

Last column: Mulliken charge in e.
Positions of all 119 atoms, in Å:
1 Cl -0.035 0.718 0.448  1.10
2 O -0.982 1.789 0.278  -0.51
3 O -0.534 -0.456 1.154  -0.32
4 O 0.292 0.365 -0.892  -0.67
5 O 1.091 1.291 1.105  -0.61
6 O -2.029 2.221 -2.723  -0.60
7 H -1.928 2.337 -1.778  0.22
8 H -2.642 1.491 -2.810  0.27
9 C 3.354 4.144 0.130  -1.14
10 C 3.334 3.861 -1.375  0.31
11 C 4.288 2.719 -1.876  -0.91
12 O 4.144 2.372 -3.253  -0.20
13 C 5.193 1.914 -4.016  -0.96
14 N 2.002 3.342 -1.619  -0.32
15 H 4.379 4.190 0.499  0.41
16 H 2.815 3.399 0.716  0.15
17 H 2.798 5.050 0.373  0.34
18 H 3.418 4.765 -1.977  0.36
19 H 4.224 1.805 -1.285  0.39
20 H 5.302 3.078 -1.695  0.46
21 H 4.901 2.028 -5.060  0.26
22 H 5.510 0.902 -3.765  0.35
23 H 6.092 2.521 -3.910  0.39
24 H 1.233 3.689 -1.064  0.07
25 H 2.039 2.465 -1.120  -0.02
26 C 4.085 -2.982 6.970  -1.65
27 C 3.596 -3.264 5.507  1.24
28 C 3.626 -2.047 4.590  -0.94
29 O 2.613 -1.151 5.119  -0.34
30 C 2.626 0.083 4.386  -0.87
31 N 4.260 -4.390 5.023  -0.79
32 H 3.861 -3.855 7.584  0.42
33 H 3.518 -2.183 7.447  0.33
34 H 5.167 -2.850 6.987  0.37
35 H 2.548 -3.553 5.589  -0.22
36 H 3.367 -2.383 3.586  0.38
37 H 4.648 -1.673 4.644  0.48
38 H 1.819 0.684 4.805  0.26
39 H 2.520 -0.085 3.314  0.33
40 H 3.589 0.572 4.533  0.40
41 H 3.747 -4.555 4.169  0.33
42 H 4.006 -5.227 5.529  0.29
43 C 1.982 -0.515 -4.164  -1.15
44 C 1.064 0.430 -4.889  0.62
45 C -0.369 -0.110 -4.911  0.58
46 O -0.535 -1.225 -5.792  -0.42
47 C -1.748 -2.009 -5.649  -0.34
48 N 1.098 1.723 -4.255  -0.67
49 H 1.897 -0.517 -3.077  0.12
50 H 3.009 -0.238 -4.405  0.31
51 H 1.853 -1.532 -4.535  0.42
52 H 1.398 0.529 -5.922  0.24
53 H -0.990 0.725 -5.234  0.36
54 H -0.707 -0.397 -3.915  -0.68
55 H -2.667 -1.424 -5.603  0.33
56 H -1.713 -2.440 -4.649  -0.01
57 H -1.726 -2.841 -6.353  0.30
58 H 0.547 1.758 -3.408  0.18
59 H 2.034 1.733 -3.876  0.19
60 C -0.432 5.576 0.235  -1.70
61 C -1.495 5.665 -0.846  1.23
62 C -2.841 5.902 -0.201  -0.82
63 O -3.853 5.932 -1.226  -0.47
64 C -4.346 4.657 -1.594  -0.51
65 N -1.172 6.800 -1.698  -0.89
66 H 0.562 5.727 -0.187  0.37
67 H -0.567 4.656 0.803  0.33
68 H -0.562 6.274 1.062  0.43
69 H -1.523 4.786 -1.489  -0.06
70 H -2.734 6.867 0.294  0.44
71 H -3.093 5.072 0.459  0.27
72 H -4.703 4.114 -0.719  0.27
73 H -3.579 4.101 -2.134  0.26
74 H -5.256 4.836 -2.166  0.33
75 H -2.029 6.883 -2.225  0.31
76 H -1.227 7.647 -1.149  0.29
77 C -3.646 -3.251 -1.773  -1.91
78 C -2.372 -2.631 -1.249  1.20
79 C -1.114 -3.537 -1.359  -1.06
80 O -0.787 -3.795 -2.733  -0.26
81 C 0.442 -4.426 -3.136  -0.83
82 N -2.064 -1.454 -2.061  -0.12
83 H -4.543 -2.631 -1.766  0.47
84 H -3.856 -4.206 -1.292  0.36
85 H -3.556 -3.578 -2.809  0.32
86 H -2.539 -2.317 -0.218  0.22
87 H -1.155 -4.469 -0.797  0.54
88 H -0.277 -2.939 -1.000  0.47
89 H 0.876 -5.152 -2.449  0.38
90 H 1.152 -3.618 -3.313  0.20
91 H 0.339 -4.951 -4.085  0.26
92 H -1.461 -1.846 -2.770  -0.39
93 H -1.371 -0.967 -1.509  -0.13
94 C -0.651 -1.991 4.874  -1.14
95 C -0.319 -3.246 4.113  0.76
96 C -1.609 -3.917 3.456  -0.56
97 O -2.517 -4.283 4.481  -0.40
98 C -2.132 -5.461 5.190  -0.69
99 N 0.659 -2.846 3.086  -0.69
100 H -1.231 -2.085 5.793  0.41
101 H -1.038 -1.143 4.309  0.16
102 H 0.270 -1.535 5.237  0.31
103 H 0.138 -3.980 4.775  0.12
104 H -1.272 -4.801 2.914  0.36
105 H -2.047 -3.218 2.744  0.10
106 H -1.322 -5.229 5.881  0.27
107 H -1.908 -6.357 4.612  0.29
108 H -2.970 -5.742 5.828  0.29
109 H 0.229 -2.195 2.445  0.08
110 H 1.276 -2.242 3.610  0.32
111 C -4.745 -0.351 0.475  -0.94
112 C -4.207 1.032 -0.002  0.77
113 O -5.110 1.559 -0.919  -0.57
114 H -4.114 -0.729 1.278  0.21
115 H -4.827 -1.184 -0.224  0.01
116 H -5.694 -0.247 1.001  0.40
117 H -3.318 0.915 -0.622  -0.55
118 H -4.096 1.625 0.905  0.35
119 H -4.944 1.137 -1.765  0.33

Computed properties:
E   -74184.840 eV
Total charge   -1



No. 2
This record from OMol25 describes a cluster of 2 separate species, C6H17NO in total at a distorted geometry. The level of theory is ωB97M-V with the def2-TZVPD basis set.

Last column: Mulliken charge in e.
Positions of all 25 atoms, in Å:
1 C -1.933 1.593 -0.025  -1.42
2 C -0.684 1.244 0.820  1.14
3 C -0.478 2.169 2.037  -1.72
4 C 0.588 1.096 0.026  -1.40
5 C 0.957 -0.321 -0.622  0.74
6 C -0.283 -0.967 -1.247  -1.46
7 N 1.433 -1.067 0.513  -0.51
8 H -2.255 0.669 -0.491  0.32
9 H -1.716 2.340 -0.785  0.32
10 H -2.766 1.852 0.629  0.39
11 H -0.961 0.317 1.341  0.09
12 H -0.157 3.184 1.757  0.35
13 H 0.386 1.743 2.551  0.42
14 H -1.363 2.336 2.646  0.37
15 H 1.464 1.300 0.650  0.39
16 H 0.605 1.828 -0.783  0.46
17 H 1.612 -0.054 -1.460  0.18
18 H -1.051 -1.310 -0.558  0.33
19 H -0.072 -1.863 -1.834  0.34
20 H -0.589 -0.201 -1.964  0.36
21 H 1.588 -2.039 0.367  0.17
22 H 1.956 -0.609 1.243  0.13
23 O 1.248 -4.111 -1.579  -0.61
24 H 0.686 -4.506 -2.258  0.30
25 H 1.784 -4.623 -0.975  0.31

Computed properties:
E   -10034.623 eV
SMILES   CC(C)C[C@H](C)N.O
Energy above the lowest of the compared OMol25 structures with the same formula, charge and spin   0.959 eV



No. 3
This record from OMol25 describes a structure of composition C36H78BeCl6N3O5P2S at a distorted geometry. The level of theory is ωB97M-V with the def2-TZVPD basis set.

Last column: Mulliken charge in e.
Positions of all 132 atoms, in Å:
1 C -5.735 -4.069 1.552  -0.90
2 C -6.659 -2.852 1.964  -0.61
3 C -5.800 -1.956 2.977  1.01
4 C -5.656 -0.533 2.299  -0.79
5 C -5.095 0.569 3.292  -1.11
6 C -3.564 0.861 3.037  -0.25
7 C -2.603 -0.324 3.473  -0.22
8 C -2.191 -1.287 2.298  -0.29
9 C -0.677 -1.093 1.849  -0.06
10 C -0.516 0.332 1.133  0.02
11 C -0.206 0.228 -0.406  -0.08
12 P -1.395 1.236 -1.524  0.59
13 C -0.741 0.248 -3.071  -1.25
14 C -1.567 -1.051 -3.365  0.42
15 C -2.924 -1.095 -3.941  0.44
16 C -3.673 -2.344 -4.164  -0.46
17 C -3.040 -3.599 -3.793  -0.90
18 C -1.677 -3.573 -3.259  0.57
19 C -1.021 -4.961 -2.913  -0.87
20 C -0.934 -2.352 -3.040  -0.13
21 P -2.935 2.329 -2.690  0.71
22 O -2.644 2.444 -4.321  -0.56
23 O -2.922 3.921 -2.133  -0.54
24 S -4.729 1.660 -2.284  -0.34
25 H -4.779 -3.615 1.168  0.17
26 H -5.518 -4.676 2.474  0.20
27 H -6.197 -4.713 0.765  0.40
28 H -6.927 -2.254 1.049  0.37
29 H -7.619 -3.180 2.438  0.19
30 H -4.777 -2.401 3.129  -0.81
31 H -6.305 -1.917 3.978  0.19
32 H -5.024 -0.630 1.381  0.30
33 H -6.683 -0.237 1.944  0.51
34 H -5.234 0.225 4.348  0.41
35 H -5.707 1.495 3.105  0.35
36 H -3.464 1.154 1.961  0.16
37 H -3.319 1.790 3.640  0.12
38 H -1.697 0.159 3.955  0.08
39 H -3.148 -0.884 4.282  0.38
40 H -2.275 -2.335 2.690  0.33
41 H -2.903 -1.117 1.454  -0.06
42 H -0.320 -1.937 1.206  -0.31
43 H -0.093 -1.059 2.814  0.33
44 H 0.346 0.852 1.644  0.04
45 H -1.443 0.903 1.388  -0.24
46 H 0.821 0.666 -0.567  0.28
47 H -0.132 -0.858 -0.674  -0.44
48 H -0.403 2.264 -1.810  -0.01
49 H -1.826 2.022 -0.373  0.05
50 H -2.401 0.208 -1.275  -0.18
51 H 0.274 -0.141 -2.772  0.33
52 H -0.573 0.865 -3.987  0.64
53 H -3.429 -0.155 -4.232  -0.44
54 H -4.710 -2.298 -4.615  0.04
55 H -3.626 -4.532 -3.939  0.30
56 H -1.817 -5.738 -2.991  0.35
57 H -0.533 -4.892 -1.886  0.00
58 H -0.253 -5.158 -3.707  0.32
59 H 0.099 -2.404 -2.615  0.43
60 H -3.280 1.929 -4.846  0.37
61 H -3.762 4.073 -1.661  0.34
62 C 2.735 -1.623 -0.357  -0.63
63 O 3.126 -0.345 0.119  -0.32
64 C 3.680 -0.366 1.430  -0.79
65 C 5.172 -0.071 1.387  -0.13
66 N 5.915 -1.175 0.790  -0.28
67 C 7.307 -0.851 0.475  -1.04
68 C 7.559 0.253 -0.558  -0.07
69 O 7.160 -0.087 -1.878  -0.45
70 C 5.785 0.127 -2.154  -0.56
71 H 2.165 -1.479 -1.277  0.05
72 H 3.606 -2.241 -0.591  0.46
73 H 2.097 -2.137 0.367  0.19
74 H 3.468 -1.305 1.952  0.43
75 H 3.186 0.437 1.989  0.22
76 H 5.537 0.096 2.407  0.41
77 H 5.307 0.857 0.818  0.12
78 H 5.457 -1.456 -0.068  0.10
79 H 7.765 -1.769 0.100  0.38
80 H 7.828 -0.596 1.405  0.44
81 H 8.642 0.404 -0.607  0.43
82 H 7.137 1.220 -0.259  0.13
83 H 5.379 0.980 -1.603  0.22
84 H 5.208 -0.776 -1.946  0.23
85 H 5.688 0.331 -3.223  0.40
86 C 5.854 5.684 -3.265  -1.40
87 C 7.343 5.968 -3.127  -0.30
88 N 7.984 5.226 -2.051  0.27
89 C 9.308 5.707 -1.741  -0.59
90 C 10.403 5.585 -2.826  -1.00
91 C 7.832 3.780 -2.091  -0.62
92 C 8.323 3.047 -3.339  -0.82
93 H 5.329 5.856 -2.323  0.33
94 H 5.420 6.347 -4.015  0.43
95 H 5.661 4.659 -3.589  0.27
96 H 7.449 7.037 -2.922  0.48
97 H 7.833 5.785 -4.092  0.30
98 H 9.661 5.216 -0.829  0.35
99 H 9.226 6.767 -1.476  0.40
100 H 10.752 4.553 -2.931  0.17
101 H 11.270 6.186 -2.535  0.43
102 H 10.066 5.949 -3.796  0.35
103 H 6.771 3.545 -1.957  0.25
104 H 8.315 3.342 -1.213  0.27
105 H 8.021 3.540 -4.263  0.31
106 H 7.902 2.038 -3.356  0.24
107 H 9.405 2.936 -3.342  0.24
108 O -0.181 2.236 4.638  -0.41
109 H -0.548 2.299 5.547  0.45
110 H 0.801 2.265 4.642  0.46
111 H -0.561 2.926 4.048  0.47
112 Be 0.247 -3.992 -0.644  0.19
113 Cl 11.043 4.142 -5.031  -0.30
114 C -4.868 -4.305 6.619  -0.67
115 C -4.166 -3.826 5.408  0.42
116 N -3.623 -3.458 4.466  -0.43
117 H -4.440 -5.253 6.945  0.34
118 H -4.765 -3.574 7.421  0.32
119 H -5.931 -4.447 6.398  -0.07
120 C -7.356 -0.008 -5.291  0.14
121 Cl -8.672 0.100 -6.462  -0.12
122 Cl -7.233 -1.634 -4.612  -0.13
123 Cl -5.827 0.442 -6.039  -0.12
124 H -7.563 0.681 -4.479  0.24
125 Cl -8.043 -4.178 7.098  -0.23
126 C -8.763 -3.004 5.963  0.14
127 C -10.239 -3.247 5.751  -0.48
128 Cl -10.547 -4.755 4.857  -0.18
129 H -8.210 -3.056 5.025  -0.24
130 H -8.609 -2.014 6.395  0.36
131 H -10.665 -2.435 5.161  0.31
132 H -10.776 -3.299 6.698  0.35

Computed properties:
E   -158231.404 eV
Total charge   +1



No. 4
This record from OMol25 describes the molecule C2H6N2. The level of theory is ωB97M-V with the def2-TZVPD basis set.

Last column: Mulliken charge in e.
Positions of all 10 atoms, in Å:
1 H -0.574 1.232 -1.841  0.19
2 N -0.003 0.439 -1.558  -0.64
3 C -0.067 0.153 -0.330  0.65
4 C 0.730 -1.003 0.199  -1.05
5 N -0.848 0.784 0.603  -0.43
6 H 0.068 -1.729 0.667  0.31
7 H 1.261 -1.472 -0.621  0.28
8 H 1.447 -0.656 0.941  0.31
9 H -1.303 1.648 0.359  0.19
10 H -0.711 0.605 1.582  0.20

Computed properties:
E   -5151.583 eV
SMILES   [H]/N=C(/C)N
Energy above the lowest of the compared OMol25 structures with the same formula, charge and spin   0.337 eV



No. 5
This record from OMol25 describes a cluster of 2 separate species, CH3N2S in total at a distorted geometry. The level of theory is ωB97M-V with the def2-TZVPD basis set.

Last column: Mulliken charge in e.
Positions of all 7 atoms, in Å:
1 C -0.323 0.145 0.146  0.72
2 N -0.850 -1.047 0.295  -0.40
3 N 0.767 0.816 0.261  -0.28
4 S -1.979 0.170 -0.260  0.23
5 H -0.033 -2.259 -1.117  0.16
6 H 1.609 0.363 0.612  0.30
7 H 0.808 1.811 0.062  0.28

Computed properties:
E   -14888.539 eV
Total charge   +1
Energy above the lowest of the compared OMol25 structures with the same formula, charge and spin   3.196 eV



No. 6
This record from OMol25 describes the molecule C10H12ClNO4S. The level of theory is ωB97M-V with the def2-TZVPD basis set.

Last column: Mulliken charge in e.
Positions of all 29 atoms, in Å:
1 C -0.537 2.486 -0.151  -1.87
2 C 0.278 1.574 -1.006  0.35
3 C 1.053 2.067 -2.053  0.54
4 Cl 1.105 3.768 -2.337  -0.23
5 C 1.785 1.239 -2.888  -0.63
6 C 1.752 -0.128 -2.682  -0.76
7 C 1.012 -0.651 -1.638  -0.49
8 C 0.287 0.190 -0.802  0.25
9 N -0.458 -0.317 0.284  0.48
10 C -1.258 -1.506 0.102  -0.45
11 C -2.177 -1.674 1.308  0.10
12 O -2.043 -2.550 2.120  -0.57
13 O -3.166 -0.798 1.304  -0.43
14 S 0.175 -0.088 1.821  1.30
15 C 1.052 -1.625 2.209  -1.03
16 O 1.126 0.975 1.753  -0.64
17 O -0.934 0.045 2.716  -0.63
18 H -1.277 1.921 0.410  0.29
19 H -1.030 3.238 -0.765  0.61
20 H 0.110 2.993 0.563  0.35
21 H 2.369 1.664 -3.689  0.44
22 H 2.313 -0.784 -3.329  0.39
23 H 0.997 -1.718 -1.473  0.35
24 H -0.658 -2.422 0.002  0.34
25 H -1.873 -1.372 -0.793  0.50
26 H -3.664 -0.838 2.136  0.38
27 H 1.614 -1.434 3.114  0.43
28 H 0.324 -2.410 2.374  0.34
29 H 1.722 -1.846 1.389  0.29

Computed properties:
E   -43602.509 eV
SMILES   Cc1c(Cl)cccc1N(CC(=O)O)S(C)(=O)=O
Energy above the lowest of the compared OMol25 structures with the same formula, charge and spin   0.109 eV